Entry 1:
Computed, not measured: a molecular structure, C62H51ClFN5OSr, with the ωB97M-V functional and the def2-TZVPD basis.

Calculated values
- LUMO energy (Ha) = 0.1357
- max |F| (hartree/bohr) = 0.03030
- energy relative to the best compared isomer or geometry (same formula, charge and spin) (eV) = 0.000
- net charge = -2
- E_tot (Eh) = -3333.2515
- HOMO energy (eV) = -1.61

Geometry as XYZ:
```
122
Properties=species:S:1:pos:R:3:forces:R:3:lowdin_charge:R:1
Sr -0.77093 0.04718 -0.04914 1.0 0.3 -1.1 1.26
C 3.47047 5.41678 4.46529 0.0 0.0 0.0 -0.12
C 3.15921 5.58208 3.12264 0.0 0.0 0.0 -0.09
C 2.36929 4.64903 2.46480 0.0 0.0 0.0 -0.03
C 1.87911 3.52897 3.13689 0.0 0.0 0.0 -0.19
C 2.19657 3.37662 4.48642 0.0 0.0 0.0 -0.04
C 2.98362 4.30931 5.14648 0.0 0.0 0.0 -0.10
C 1.02729 2.51957 2.43847 0.0 0.1 0.1 -0.08
C 1.51344 1.19844 2.39525 -0.1 0.0 0.0 -0.26
C 2.81516 0.78346 2.88919 0.0 0.0 0.0 -0.04
C 2.88275 -0.55725 2.72859 -0.1 0.0 0.1 -0.02
C 1.60554 -0.97107 2.17532 0.0 -0.1 0.0 -0.24
N 0.82904 0.11787 1.93884 0.2 0.0 0.2 0.03
C 1.20179 -2.31413 2.04601 0.0 0.0 0.0 -0.06
C -0.07490 -2.76488 1.67294 -0.1 0.0 0.2 -0.27
C -0.55469 -4.13128 1.79512 0.0 0.0 0.0 -0.01
C -1.86112 -4.11595 1.44190 0.0 0.0 0.0 0.00
C -2.19174 -2.73775 1.10954 0.1 0.0 0.0 -0.24
C -3.45891 -2.28301 0.70285 0.0 0.0 -0.1 -0.09
C -4.46406 -3.33610 0.36944 0.0 0.0 -0.1 -0.21
C -4.68036 -3.64022 -0.97494 0.0 0.0 0.0 -0.02
C -5.59858 -4.61794 -1.33085 0.0 0.0 0.0 -0.09
C -6.30804 -5.30432 -0.35246 0.0 0.0 0.0 -0.12
C -6.09499 -5.00655 0.98642 0.0 0.0 0.0 -0.11
C -5.17782 -4.02587 1.34371 0.0 0.0 0.0 -0.04
C -3.84710 -0.95408 0.45387 0.1 -0.1 0.1 -0.30
N -3.07972 0.13960 0.65143 -0.5 0.0 0.3 -0.03
C -3.79724 1.22219 0.26837 0.0 0.0 0.2 -0.25
C -3.39768 2.55683 0.43864 0.0 0.0 0.0 -0.07
C -4.39505 3.60326 0.05912 0.0 0.0 0.0 -0.21
C -4.56340 3.95917 -1.27699 0.0 0.0 0.0 -0.02
C -5.49573 4.91965 -1.64435 0.0 0.0 0.0 -0.09
C -6.27352 5.54460 -0.67901 0.0 0.0 0.0 -0.12
C -6.11566 5.19652 0.65555 0.0 0.0 0.0 -0.10
C -5.18692 4.23075 1.01827 0.0 0.0 0.0 -0.04
C -2.18906 3.00144 1.01688 0.0 0.0 -0.1 -0.24
C -1.98258 4.31782 1.58973 0.0 0.0 0.0 -0.01
C -0.77217 4.28910 2.19664 0.0 0.0 0.0 -0.02
C -0.21740 2.97009 1.95765 0.1 0.0 -0.1 -0.27
N -1.08734 2.23922 1.21470 -0.2 0.0 0.3 0.03
C -5.10917 0.79376 -0.19642 0.0 0.1 0.0 0.00
C -5.14344 -0.54945 -0.06850 0.0 0.0 0.0 -0.01
N -1.08446 -1.97161 1.24520 -0.2 -0.4 0.5 -0.02
C 2.18979 -3.34969 2.48054 0.0 0.0 0.0 -0.20
C 2.85940 -4.14832 1.55750 0.0 0.1 -0.1 -0.01
C 3.77457 -5.10509 1.97633 0.0 0.0 0.0 -0.08
C 4.03395 -5.28228 3.32794 0.0 0.0 0.0 -0.12
C 3.37564 -4.48884 4.25853 0.0 0.0 0.0 -0.10
C 2.46520 -3.53125 3.83554 0.0 0.0 0.0 -0.04
H 4.08769 6.14553 4.97718 0.0 0.0 0.0 0.09
H 3.53728 6.43809 2.57686 0.0 0.0 0.0 0.10
H 2.13463 4.78447 1.41566 0.0 0.0 0.0 0.11
H 1.81350 2.51237 5.01529 0.0 0.0 0.0 0.12
H 3.21469 4.17102 6.19621 0.0 0.0 0.0 0.09
H 3.58830 1.43655 3.26191 0.0 0.0 0.0 0.11
H 3.71647 -1.20292 2.95381 0.0 0.0 0.0 0.11
H 0.02820 -4.97854 2.12293 0.0 0.0 0.0 0.10
H -2.54205 -4.95231 1.41811 0.0 0.0 0.0 0.10
H -4.10646 -3.09503 -1.71910 0.0 0.0 0.0 0.07
H -5.75496 -4.84730 -2.37819 0.0 0.0 0.0 0.10
H -7.02359 -6.06848 -0.63314 0.0 0.0 0.0 0.09
H -6.64540 -5.53698 1.75491 0.0 0.0 0.0 0.09
H -5.00699 -3.78576 2.38672 0.0 0.0 0.0 0.12
H -3.95429 3.46858 -2.02666 0.0 0.0 0.0 0.12
H -5.61041 5.18166 -2.68912 0.0 0.0 0.0 0.10
H -6.99817 6.29758 -0.96490 0.0 0.0 0.0 0.09
H -6.72126 5.67336 1.41734 0.0 0.0 0.0 0.09
H -5.06950 3.94849 2.05773 0.0 0.0 0.0 0.12
H -2.68298 5.13750 1.56710 0.0 0.0 0.0 0.10
H -0.30881 5.07712 2.76903 0.0 0.0 0.0 0.10
H -5.89181 1.44004 -0.56253 0.0 0.0 0.0 0.10
H -5.95963 -1.20971 -0.31537 0.0 0.0 0.0 0.10
H 2.68395 -3.99117 0.50127 0.0 0.0 0.0 0.10
H 4.29432 -5.70302 1.23750 0.0 0.0 0.0 0.10
H 4.74974 -6.02728 3.65470 0.0 0.0 0.0 0.09
H 3.57106 -4.61413 5.31712 0.0 0.0 0.0 0.09
H 1.95088 -2.90933 4.55840 0.0 0.0 0.0 0.12
C 3.88885 2.06279 -2.70054 0.0 0.0 0.0 -0.06
C 4.24967 1.06814 -1.59908 0.0 0.0 0.1 -0.36
C 3.62869 1.48932 -0.26988 0.0 0.0 0.0 -0.06
C 3.98978 -0.41352 -1.85361 0.0 0.0 -0.1 -0.13
C 5.06341 -1.25890 -1.58703 0.0 0.0 -0.1 -0.07
C 4.95677 -2.63368 -1.69349 0.0 0.0 0.0 -0.12
C 3.75135 -3.16382 -2.11476 0.0 0.0 -0.1 -0.09
C 2.64397 -2.36744 -2.40442 0.0 0.0 -0.1 -0.12
C 1.39894 -3.14534 -2.82915 0.0 0.0 0.1 -0.36
C 0.44225 -3.32542 -1.64995 0.0 0.0 0.0 -0.09
C 0.64564 -2.67309 -4.06882 0.0 0.1 0.0 -0.08
C 2.73003 -0.96038 -2.21628 -0.1 -0.1 0.2 -0.18
N 1.58623 -0.14478 -2.21809 0.1 -0.1 -0.1 0.09
C 1.23213 0.48926 -3.33809 -0.1 0.0 0.0 -0.32
C 1.82735 0.41071 -4.62795 0.0 -0.1 0.0 -0.07
C 1.34573 1.12006 -5.71549 0.0 0.0 0.0 -0.13
C 0.24868 1.97027 -5.61634 0.1 0.0 0.0 -0.14
C -0.35561 2.10263 -4.36252 0.0 0.0 0.0 -0.05
C 0.14122 1.39339 -3.30874 0.2 -0.1 0.1 -0.25
F -0.41560 1.59031 -2.06092 -0.2 0.4 -0.1 -0.11
H 4.41040 3.00488 -2.50542 0.0 0.0 0.0 0.07
H 2.82520 2.28055 -2.72458 -0.1 0.0 0.0 0.06
H 4.17817 1.70715 -3.69017 0.0 0.0 0.0 0.07
H 5.33899 1.13707 -1.48747 0.0 0.0 0.0 0.11
H 2.54913 1.32989 -0.30228 0.0 0.0 0.0 0.06
H 3.81000 2.54870 -0.06413 0.0 0.0 0.0 0.08
H 4.02950 0.89644 0.55135 0.0 0.0 0.0 0.07
H 6.00347 -0.81451 -1.27294 0.0 0.0 0.0 0.10
H 5.79711 -3.27753 -1.45993 0.0 0.0 0.0 0.08
H 3.65050 -4.23962 -2.23126 0.0 0.0 0.0 0.10
H 1.78899 -4.13798 -3.08866 -0.1 0.0 0.1 0.11
H 0.13197 -2.35901 -1.25800 0.0 -0.1 -0.1 0.00
H 0.90473 -3.90014 -0.84528 0.0 0.0 0.0 0.06
H -0.47121 -3.83629 -1.96127 0.0 0.0 0.0 0.07
H 0.05485 -1.78311 -3.88241 0.0 0.1 0.1 0.03
H -0.05478 -3.45982 -4.36540 0.0 0.0 0.0 0.07
H 1.32244 -2.48867 -4.90492 0.0 0.0 0.0 0.07
H 2.68720 -0.23941 -4.74542 0.0 0.0 0.0 0.10
H 1.84577 1.00149 -6.67200 0.0 0.0 0.0 0.08
H -0.12952 2.51073 -6.47370 0.0 0.0 0.0 0.07
H -1.20901 2.74896 -4.19625 0.0 0.0 0.0 0.11
O 1.13006 3.97591 -0.80461 0.1 0.0 0.0 -0.05
H 0.73878 3.41548 -1.48565 0.0 0.0 0.0 0.02
H 1.07034 3.42724 -0.01124 -0.1 0.0 0.0 0.00
Cl -2.15502 -1.17566 -2.23983 -0.2 0.0 -0.3 -0.13
```
Forces are in eV/Å.

Entry 2:
Computed, not measured: 10 unconnected molecules or ions with the total composition C62H52NO20S, with the ωB97M-V functional and the def2-TZVPD basis.

Calculated values
- LUMO energy (Ha) = -0.0072
- max |F| (hartree/bohr) = 0.00792
- net charge = -1
- E_tot (Eh) = -4351.2978
- HOMO energy (eV) = -5.42

Geometry as XYZ:
```
136
Properties=species:S:1:pos:R:3:forces:R:3:lowdin_charge:R:1
C 0.17431 -3.39524 -2.58572 0.3 0.0 -0.2 -0.09
C 1.37841 -2.55110 -2.16556 -0.2 0.0 0.3 -0.25
C 1.61306 -1.36822 -3.08986 0.0 -0.2 -0.1 -0.23
C 0.65817 -0.21412 -2.83492 -0.1 0.0 0.1 -0.19
C 1.11358 1.10574 -3.46342 -0.1 0.1 0.4 -0.18
C 1.42895 2.12104 -2.37645 0.0 0.1 -0.1 -0.22
N 2.60783 1.70074 -1.61547 0.0 0.1 -0.1 -0.06
C 2.59263 2.10824 -0.21667 0.3 -0.1 0.1 -0.61
S 4.15350 1.56332 0.57348 0.0 0.0 0.1 0.74
C 1.35087 1.47187 0.48432 0.0 0.1 0.1 -0.78
O 0.39662 2.26342 0.64093 -0.1 0.1 0.0 -0.06
O 1.42314 0.26716 0.78005 -0.1 -0.2 0.0 -0.07
H 0.48071 -4.12993 -3.33148 0.0 -0.1 0.0 0.06
H -0.59599 -2.77948 -3.05086 -0.1 0.0 0.2 0.07
H -0.25791 -3.92657 -1.74308 -0.1 0.0 0.0 0.04
H 1.22068 -2.17580 -1.15222 0.1 0.1 0.0 0.11
H 2.26886 -3.17919 -2.13273 -0.1 0.0 0.1 0.08
H 1.49428 -1.73243 -4.11860 0.2 0.1 -0.2 0.11
H 2.63148 -0.99372 -2.96979 0.1 0.0 0.0 0.11
H 0.58562 -0.08927 -1.75251 0.0 0.1 0.1 0.10
H -0.35153 -0.45530 -3.17845 0.0 -0.1 -0.1 0.10
H 2.01800 0.94126 -4.05107 0.0 -0.1 -0.1 0.08
H 0.35170 1.53013 -4.11211 0.0 0.0 -0.2 0.08
H 1.55604 3.12903 -2.80094 0.0 0.1 0.0 0.11
H 0.57704 2.18349 -1.70153 0.0 0.1 0.1 0.11
H 3.42105 2.10952 -2.06245 0.1 -0.1 0.0 0.07
H 2.56346 3.19128 -0.07983 -0.2 0.1 -0.1 0.09
H 4.78864 1.27742 -0.56613 0.1 -0.1 -0.1 -0.18
C -0.06756 -7.44080 -0.53028 0.0 0.0 0.0 0.03
C 0.61461 -7.93264 0.49966 0.0 0.0 0.0 0.02
C 0.37079 -7.45018 1.88068 0.0 0.1 0.1 -0.37
O 0.99563 -7.89353 2.82344 0.0 -0.1 -0.1 0.08
C -0.65969 -6.40158 2.07620 0.0 0.0 0.0 0.02
C -1.34722 -5.91241 1.04841 0.0 0.0 0.0 0.03
C -1.10629 -6.39530 -0.33652 0.0 0.1 0.1 -0.39
O -1.72583 -5.93870 -1.27038 -0.1 -0.2 0.0 0.10
H 0.09468 -7.76489 -1.55033 0.0 0.0 0.0 0.12
H 1.37766 -8.69235 0.38864 0.0 0.0 0.0 0.12
H -0.81078 -6.06352 3.09369 0.0 0.0 0.0 0.12
H -2.09967 -5.14224 1.15912 0.0 0.0 0.0 0.13
C 5.86334 -2.65447 -5.05175 0.1 0.0 0.0 0.02
C 4.59038 -2.98077 -4.84729 -0.1 -0.1 0.1 0.03
C 4.21785 -4.20889 -4.09085 0.0 0.3 0.0 -0.37
O 3.05650 -4.48973 -3.89149 0.1 -0.2 -0.2 0.10
C 5.32060 -5.05222 -3.56440 0.0 0.0 0.0 0.02
C 6.59187 -4.72852 -3.77964 0.0 0.0 0.0 0.02
C 6.96366 -3.50784 -4.54231 -0.1 0.0 0.0 -0.39
O 8.12808 -3.22422 -4.73150 0.0 0.0 0.0 0.10
H 6.15751 -1.75891 -5.58371 0.0 0.0 0.0 0.11
H 3.76557 -2.36974 -5.19230 0.0 0.0 0.0 0.11
H 5.02574 -5.93098 -3.00499 0.0 0.0 0.0 0.12
H 7.41704 -5.32459 -3.41079 0.0 0.0 0.0 0.12
C -2.95336 4.38279 -5.54120 0.0 -0.2 0.0 0.02
C -4.20047 4.70535 -5.21156 0.0 -0.1 0.1 0.02
C -4.90350 4.02720 -4.09054 0.1 0.1 -0.1 -0.39
O -6.04264 4.32463 -3.79899 0.0 0.0 0.0 0.09
C -4.16115 2.97825 -3.34705 0.0 0.0 0.0 0.02
C -2.91414 2.65137 -3.67475 0.0 0.0 0.0 0.04
C -2.21617 3.32743 -4.79814 -0.2 0.1 0.1 -0.36
O -1.07907 3.03345 -5.09561 0.1 0.0 -0.2 0.10
H -2.41665 4.86024 -6.35404 -0.2 -0.3 0.2 0.08
H -4.76476 5.46776 -5.73367 0.0 0.0 0.0 0.12
H -4.69220 2.50579 -2.53066 0.0 0.0 0.0 0.12
H -2.34703 1.89487 -3.14562 0.0 0.0 0.0 0.12
C 4.60269 2.40831 -4.61668 0.0 0.0 0.0 0.02
C 4.05526 3.62084 -4.64192 0.0 0.0 0.1 0.02
C 2.90470 3.92253 -5.52757 -0.1 0.0 0.0 -0.37
O 2.36514 5.01066 -5.51455 0.2 0.0 0.0 0.09
C 2.41009 2.84303 -6.41112 0.0 0.0 -0.1 0.02
C 2.96647 1.63686 -6.39857 0.1 -0.1 0.0 0.02
C 4.10150 1.31726 -5.49451 -0.1 0.0 0.1 -0.38
O 4.57916 0.20310 -5.44771 0.0 0.1 -0.1 0.10
H 5.41149 2.14459 -3.94612 0.0 0.0 0.0 0.13
H 4.38666 4.42556 -3.99763 0.0 0.0 0.0 0.13
H 1.55998 3.08899 -7.03428 0.0 0.0 0.0 0.13
H 2.60088 0.81924 -7.00647 0.0 0.0 0.0 0.13
C -1.26753 1.81378 5.58067 0.0 0.0 0.0 0.00
C 0.00551 1.79715 5.95976 0.0 0.0 0.0 0.02
C 1.07785 1.33384 5.03047 -0.1 0.0 0.0 -0.37
O 2.23272 1.31327 5.40660 0.0 0.0 0.0 0.09
C 0.67591 0.91095 3.66944 0.1 0.0 0.2 0.04
C -0.60215 0.93383 3.29504 0.0 -0.1 0.0 0.03
C -1.66627 1.37003 4.21959 0.0 0.0 0.0 -0.36
O -2.84346 1.36126 3.90271 0.1 0.0 0.0 0.07
H -2.06680 2.13864 6.23582 0.0 0.0 0.0 0.11
H 0.32512 2.10509 6.94779 0.0 0.0 0.0 0.12
H 1.45353 0.59284 2.98280 -0.1 0.0 0.0 0.11
H -0.89838 0.64919 2.29442 0.1 0.1 -0.1 0.12
C -3.20590 -0.47629 7.56666 0.0 0.0 0.0 0.01
C -3.85412 -1.43907 6.91583 0.0 0.0 0.1 0.04
C -3.37965 -2.84842 6.97896 0.0 0.1 0.0 -0.37
O -3.95978 -3.73922 6.39564 0.0 0.0 0.0 0.10
C -2.16344 -3.12789 7.78836 -0.1 0.0 0.0 0.02
C -1.52034 -2.15770 8.43097 0.0 0.0 0.0 0.02
C -1.99256 -0.75449 8.37199 0.0 0.0 0.0 -0.39
O -1.41377 0.13368 8.96339 0.0 0.0 0.0 0.09
H -3.52520 0.55811 7.54182 0.0 0.0 0.0 0.11
H -4.73857 -1.23634 6.32494 0.0 -0.1 -0.1 0.10
H -1.83137 -4.15693 7.83108 0.0 0.0 0.0 0.10
H -0.63407 -2.34808 9.02292 0.0 0.0 0.0 0.11
C -1.32553 9.42667 -5.34772 0.0 0.0 0.0 0.02
C -1.90559 8.53705 -6.14728 0.0 0.0 0.0 0.02
C -1.22669 7.26140 -6.49674 0.1 0.2 0.1 -0.37
O -1.76721 6.45077 -7.22269 0.1 0.3 -0.2 0.07
C 0.11859 7.01494 -5.92261 -0.1 0.0 -0.1 0.03
C 0.69474 7.90521 -5.11883 0.0 0.0 0.0 0.03
C 0.02312 9.18033 -4.76940 0.0 0.0 0.0 -0.38
O 0.54432 9.99956 -4.04374 0.0 0.0 0.0 0.11
H -1.79461 10.36374 -5.07548 0.0 0.0 0.0 0.12
H -2.88701 8.68939 -6.57869 0.0 0.0 0.0 0.12
H 0.60459 6.08551 -6.18446 -0.1 0.0 0.0 0.09
H 1.67380 7.73976 -4.68763 0.0 0.0 0.0 0.12
C 3.33871 -4.57060 6.33364 0.0 0.0 0.0 0.03
C 2.48641 -4.28033 7.31249 0.0 0.0 0.0 0.02
C 1.22143 -5.03729 7.47629 0.0 0.0 0.0 -0.38
O 0.43861 -4.76964 8.36653 0.0 0.0 0.0 0.08
C 0.94300 -6.12995 6.51556 0.0 0.0 0.0 0.02
C 1.79199 -6.42818 5.53532 0.0 0.0 0.1 0.03
C 3.06099 -5.66933 5.36951 0.0 0.0 0.0 -0.37
O 3.84380 -5.93657 4.48535 0.0 0.0 0.0 0.12
H 4.26475 -4.03018 6.18515 0.0 0.0 0.0 0.12
H 2.66243 -3.48438 8.02492 0.0 0.0 0.0 0.12
H 0.01082 -6.66260 6.65946 0.0 0.0 0.0 0.12
H 1.59989 -7.21762 4.81999 0.0 0.1 0.0 0.09
C -6.48063 3.19572 4.46625 0.0 0.0 0.0 0.02
C -5.91383 2.00662 4.27084 0.0 -0.1 0.0 0.03
C -6.58103 0.76096 4.73449 0.0 0.0 0.0 -0.37
O -6.07126 -0.32881 4.57987 0.0 0.0 0.0 0.10
C -7.89771 0.89098 5.41360 0.0 0.0 0.0 0.02
C -8.45908 2.08124 5.60040 0.0 0.0 0.0 0.01
C -7.79355 3.32886 5.14028 0.0 0.0 0.0 -0.39
O -8.31548 4.40975 5.31797 0.0 0.0 0.0 0.09
H -6.01501 4.11940 4.14649 0.0 0.0 0.0 0.12
H -4.95068 1.88125 3.79228 0.0 0.0 0.0 0.09
H -8.35906 -0.03271 5.74012 0.0 0.0 0.0 0.12
H -9.41581 2.20748 6.09150 0.0 0.0 0.0 0.12
```
Forces are in eV/Å.

Number 1: Kohn-Sham gap 5.30 eV. Number 2: Kohn-Sham gap 5.23 eV.